DFT (ωB97M-V/def2-TZVPD) results for 5 unconnected molecules or ions with the total composition C31H59NO13S7Si at a distorted geometry.

The HOMO energy comes out at -7.96 eV. As for the net charge: 0. The HOMO-LUMO gap is 7.79 eV. The LUMO energy is -0.006 hartree. Its SMILES is C#C[Si@@](CCCSC(=S)N1CCOCC1)(CSCC)c1ccccc1.CCOS(C)(=O)=O.CCOS(C)(=O)=O.CCOS(C)(=O)=O.CCOS(C)(=O)=O.

Last column: Löwdin charge in e.
Positions of all 112 atoms, in Å:
S  8.4364  -3.2571  4.8497  0.722
S  -4.6116  5.4921  -9.1655  0.614
S  0.6107  0.0895  4.3308  0.826
S  -6.2718  2.6030  2.0573  0.609
S  -0.7304  -2.5844  5.1775  0.613
S  -5.6336  4.7564  -2.8441  0.600
S  6.5805  -7.8641  0.2752  0.601
Si  5.9421  -1.7166  3.9525  0.529
O  -5.7336  5.8466  -4.0353  -0.260
O  -6.8883  4.7256  -2.1363  -0.289
O  -3.2346  5.7768  -8.8574  -0.274
O  -7.8735  2.7337  2.2529  -0.261
O  -3.8932  -2.7201  2.1932  -0.195
O  -5.6848  5.8730  -8.2815  -0.288
O  7.6756  -8.1839  -0.6029  -0.277
O  -5.0163  3.5583  -3.3553  -0.287
O  -5.6895  3.9195  2.1075  -0.284
O  -5.7860  1.5231  2.8795  -0.294
O  6.4384  -6.5623  0.8764  -0.297
O  -4.9367  6.0388  -10.6540  -0.264
O  5.1919  -8.2590  -0.4582  -0.265
N  -1.8331  -0.8488  3.2494  -0.242
C  7.5902  -1.3448  1.4954  -0.079
C  -6.2990  2.0647  0.3707  -0.113
C  4.6411  -7.3502  -1.4086  -0.273
C  3.1580  -1.2122  4.4816  -0.323
C  -6.3655  5.4665  -5.2571  -0.276
C  -7.8771  5.4897  -5.1311  -0.069
C  -3.1982  -0.8333  3.8368  -0.160
C  9.6301  0.3908  1.1258  -0.074
C  5.0328  -3.0022  2.8184  -0.175
C  5.3535  -7.4428  -2.7448  -0.075
C  8.1569  -4.5482  3.5397  -0.527
C  -3.9648  8.2644  -10.8089  -0.076
C  -0.7660  -1.1808  4.2119  -0.962
C  4.5941  -0.4824  4.6306  -0.268
C  6.7674  -2.6099  5.4677  -0.538
C  -1.7255  -1.5807  1.9596  -0.141
C  -4.7612  3.7648  -9.5279  -0.118
C  1.9848  -0.5672  5.3984  -0.493
C  7.3399  -0.8405  2.9787  -0.259
C  8.7126  -0.7608  0.5463  -0.067
C  -4.1696  -2.0510  3.4486  -0.177
C  9.3704  0.9371  2.5969  -0.069
C  -8.3900  2.8674  3.5748  -0.272
C  8.2389  0.3403  3.5374  -0.059
C  -5.2281  7.4244  -10.8229  -0.271
C  -2.4783  -3.0253  2.0605  -0.174
C  -8.2282  4.2833  4.0948  -0.076
C  -4.4503  5.6229  -1.8509  -0.115
C  7.3105  -5.7464  4.2108  -0.180
C  6.5110  -9.0882  1.5537  -0.125
C  4.3043  -3.7834  2.0647  0.042
H  -2.1030  -3.6733  2.9298  0.094
H  9.1833  -4.9330  3.1992  0.086
H  -5.9395  7.7672  -10.0657  0.115
H  -3.5159  5.7039  -2.4059  0.076
H  6.9778  -1.7964  6.2750  0.063
H  -2.2995  -3.6097  1.0903  0.127
H  -2.2604  -0.9279  1.1589  0.141
H  -9.4546  2.6239  3.5250  0.123
H  -4.0670  3.5111  -10.3289  0.076
H  -3.2266  7.8662  -11.5101  0.086
H  -8.2175  6.4441  -4.7204  0.086
H  1.5869  -1.3038  6.1843  0.055
H  3.2969  -2.3023  4.8695  0.107
H  4.6567  -6.3266  -1.0221  0.111
H  -4.8468  6.6090  -1.6096  0.077
H  3.5924  -7.6287  -1.5421  0.123
H  7.4290  -9.0168  2.1376  0.075
H  -5.7167  7.5291  -11.7952  0.123
H  10.4488  0.8259  0.4315  0.084
H  6.9606  -2.2074  1.0461  0.077
H  4.8167  -0.3013  5.7606  0.088
H  -6.0590  6.1931  -6.0122  0.099
H  -6.7941  1.0953  0.3172  0.078
H  -8.7493  4.4062  5.0474  0.080
H  3.4909  -4.4126  1.5595  0.057
H  2.8242  -1.2512  3.3857  0.093
H  -0.6455  -1.7200  1.5973  0.128
H  -3.7143  0.1796  3.6202  0.114
H  -3.5032  8.2626  -9.8186  0.072
H  5.4060  -8.4803  -3.0852  0.086
H  8.0776  0.7445  4.5946  0.087
H  5.6470  -8.8881  2.1872  0.076
H  6.4374  -10.0740  1.0946  0.075
H  -4.5074  3.2088  -8.6250  0.078
H  6.1173  -3.4703  5.8721  0.046
H  7.1261  -6.5711  3.4256  0.050
H  -8.3474  5.3331  -6.1049  0.080
H  6.2869  -5.3290  4.5718  0.065
H  4.8360  -6.8461  -3.4998  0.081
H  -8.2272  4.7047  -4.4561  0.070
H  4.6477  0.5450  4.0920  0.094
H  -5.2405  -1.6037  3.3454  0.133
H  -5.2674  1.9779  0.0281  0.080
H  -6.0112  4.4864  -5.5899  0.115
H  -4.2611  -2.8255  4.3141  0.129
H  -8.6226  5.0075  3.3771  0.086
H  -5.7892  3.5538  -9.8219  0.075
H  2.3929  0.3500  5.9905  0.088
H  6.3799  -7.0758  -2.6686  0.072
H  -4.2950  5.0499  -0.9360  0.072
H  -3.0670  -0.8669  4.9940  0.123
H  -4.1875  9.3001  -11.0766  0.081
H  8.8354  -1.1713  -0.5312  0.089
H  10.0632  1.7817  2.9540  0.078
H  -7.1744  4.5258  4.2520  0.071
H  -6.8288  2.8065  -0.2281  0.059
H  7.8724  -6.1727  5.1221  0.077
H  7.6206  -4.1557  2.5913  0.060
H  -7.9243  2.1426  4.2493  0.115

=====

DFT (ωB97M-V/def2-TZVPD) results for a molecular structure, H24KrO12 at a distorted geometry.

The relative energy (zero: lowest compared OMol25 entry of this formula, charge and spin) is 71.8 kJ/mol. The HOMO energy comes out at -10.41 eV. As for the net charge: 0. The HOMO-LUMO gap is 10.26 eV. The LUMO energy is -0.006 hartree.

Last column: Löwdin charge in e.
Positions of all 37 atoms, in Å:
Kr  0.3202  0.2127  -0.2295  0.292
O  0.4899  4.0825  0.8441  -0.049
O  -1.0373  -3.1025  -1.3470  -0.069
O  -2.1217  -0.2899  2.2156  -0.057
O  3.8607  -1.6277  0.9500  -0.067
O  -4.0794  0.5792  0.2923  -0.058
O  1.5050  -2.4495  2.3727  -0.025
O  -1.6230  1.7332  -3.1203  -0.079
O  1.7302  3.5066  -1.7337  -0.043
O  -0.9700  -2.7399  1.3365  -0.073
O  -2.0502  -0.9103  -3.0213  -0.052
O  3.6534  -0.0699  -1.3804  -0.069
O  -0.1516  1.8055  2.6688  -0.081
H  -3.2954  0.4515  0.8264  -0.022
H  2.3804  3.9536  -2.2755  0.049
H  -0.0759  -2.6688  1.6707  -0.017
H  -1.7175  1.8578  -4.0646  0.020
H  3.0304  -1.8347  1.3788  -0.029
H  1.4444  2.7638  -2.2655  0.033
H  -1.8475  -1.7202  -2.5533  0.001
H  -4.4399  -0.3006  0.1811  0.024
H  1.6305  -3.2094  2.9410  0.086
H  0.4609  1.2349  3.1331  0.033
H  4.3389  -0.7188  -1.5393  0.049
H  -1.6320  0.7835  -3.0015  -0.050
H  -1.7774  -3.6817  -1.5288  0.044
H  0.8067  3.8119  -0.0177  -0.011
H  1.0424  4.8278  1.0798  0.040
H  -1.3805  -1.9073  1.5701  -0.012
H  -2.1034  -1.1712  -3.9407  0.055
H  -1.3309  0.2341  2.3428  -0.011
H  1.5024  -1.7012  2.9697  0.073
H  3.6348  -0.9658  0.2965  -0.029
H  0.3680  2.5741  2.4332  0.016
H  -2.5313  -0.3202  3.0802  0.077
H  -1.1185  -2.8942  -0.4163  -0.028
H  3.0845  -0.1290  -2.1479  0.039

=====

DFT (ωB97M-V/def2-TZVPD) results for a molecular structure, C24H17BrCl3GeO7S2Ti.

The relative energy (zero: lowest compared OMol25 entry of this formula, charge and spin) is 0.0 kJ/mol. The HOMO energy (spin up / spin down) comes out at -8.54 / -8.72 eV. As for the net charge: 0. The HOMO-LUMO gap (spin up / spin down) is 8.47 / 8.70 eV. The LUMO energy (spin up / spin down) is -0.003 / -0.001 hartree. The spin multiplicity is 2.

Last column: Löwdin charge in e.
Positions of all 56 atoms, in Å:
Br  1.7286  -1.2304  0.9255  0.413
Ge  3.6654  0.1866  0.7307  0.750
Ti  -0.3182  -0.0558  -0.7090  0.867
Cl  -2.9336  4.4096  4.4727  0.671
Cl  0.6308  4.3582  0.4322  0.759
Cl  -1.9480  -0.1429  1.7278  0.818
S  0.6124  -0.5338  -3.2068  0.533
S  -2.5802  -0.8945  -1.8205  0.541
O  0.7623  -1.4589  -2.0659  -0.398
O  -2.1633  0.5073  -1.5624  -0.349
O  -0.0204  1.4588  0.3429  -0.279
O  -1.6171  -1.6655  -0.9771  -0.401
O  0.2651  0.7542  -2.5398  -0.358
O  1.6699  -0.4770  -4.1571  -0.242
O  -3.9557  -1.2078  -1.6524  -0.237
C  -1.1682  4.2108  2.4374  -0.125
C  4.8929  0.8674  -3.2052  -0.079
C  -3.1815  -1.6725  -4.3161  -0.041
C  3.1498  2.4580  -2.7343  -0.071
C  3.2679  1.5528  2.0467  -0.358
C  3.6324  2.8720  1.7915  -0.128
C  2.6164  3.5714  3.8527  -0.084
C  2.5815  1.2504  3.2244  -0.132
C  -0.8580  -1.0654  -4.0818  -0.201
C  -2.0862  3.5433  3.2291  -0.667
C  4.7618  0.3426  -1.9294  -0.111
C  3.3097  3.8782  2.6950  -0.100
C  3.8222  0.8783  -1.0473  -0.361
C  -2.1397  -1.2300  -3.5193  -0.206
C  -2.9778  -1.9556  -5.6616  -0.050
C  -0.6957  2.1542  1.2430  -0.419
C  -2.3489  2.1974  3.0383  -0.114
C  -1.6522  1.5342  2.0486  -0.534
C  3.0153  1.9402  -1.4543  -0.127
C  -0.6715  -1.3500  -5.4231  -0.042
C  -1.7247  -1.7943  -6.2139  -0.049
C  4.0867  1.9241  -3.6045  -0.075
C  2.2560  2.2559  4.1197  -0.079
C  -0.4865  3.5196  1.4527  -0.561
H  -4.1587  -1.7931  -3.8716  0.114
H  -3.8064  -2.3007  -6.2651  0.113
H  5.6156  0.4450  -3.8910  0.106
H  4.1562  3.1237  0.8767  0.100
H  5.3887  -0.4881  -1.6267  0.097
H  1.7132  2.0149  5.0249  0.106
H  2.5061  3.2674  -3.0535  0.114
H  2.3500  4.3556  4.5501  0.106
H  2.2756  0.2336  3.4347  0.076
H  -1.5521  -2.0105  -7.2596  0.113
H  4.1815  2.3250  -4.6054  0.108
H  3.5865  4.9022  2.4802  0.106
H  2.2720  2.3524  -0.7817  0.061
H  -3.0806  1.6830  3.6439  0.112
H  4.6980  -0.8822  1.0790  -0.029
H  -0.9839  5.2660  2.5797  0.109
H  0.3149  -1.2205  -5.8443  0.113

=====

DFT (ωB97M-V/def2-TZVPD) results for C39H49NO4Si in the gas phase at a distorted geometry.

The relative energy (zero: lowest compared OMol25 entry of this formula, charge and spin) is 0.0 kJ/mol. The HOMO energy comes out at -7.38 eV. As for the net charge: 0. The HOMO-LUMO gap is 7.99 eV. The LUMO energy is 0.022 hartree.

Last column: Löwdin charge in e.
Positions of all 94 atoms, in Å:
Si  -1.6216  -8.0842  -4.9129  0.400
O  -1.1887  0.7863  -0.4888  0.097
O  1.1528  1.0757  1.5963  0.132
O  -0.7732  -7.4323  -3.6320  -0.167
O  2.3542  -0.8223  1.5081  0.005
N  0.8950  -5.1136  -1.3036  -0.083
C  1.8714  -7.4936  -4.4314  -0.045
C  -0.2962  -1.8710  1.8797  -0.104
C  0.0789  -0.8966  0.7235  -0.245
C  0.3631  -3.8810  -1.1469  -0.078
C  -3.0418  -0.2273  1.7838  -0.177
C  2.9337  -0.9517  -1.2915  -0.045
C  3.8579  -6.3537  -5.2089  -0.088
C  2.2255  -5.4135  -0.7969  -0.145
C  -0.9370  0.2262  0.5620  -0.331
C  -1.7017  -2.4702  1.8936  -0.170
C  1.0315  -7.4644  -1.3496  -0.105
C  3.9319  -0.0412  -1.6362  -0.088
C  1.6011  -0.5403  -1.2323  -0.159
C  -1.7581  0.5930  1.7944  -0.109
C  3.5862  1.2661  -1.9926  -0.097
C  2.2396  1.6289  -2.0888  -0.067
C  3.1128  -7.5240  -5.0722  -0.071
C  -2.1365  -4.8133  -3.0832  -0.063
C  1.2561  0.6882  -1.7919  -0.027
C  1.2317  -0.1074  1.3127  -0.447
C  -0.0665  -6.2372  -3.3544  -0.336
C  2.4292  -6.9121  -1.0781  -0.137
C  -0.9411  -5.0468  -3.7714  -0.159
C  3.3619  -5.1505  -4.7027  -0.063
C  1.3378  -6.2786  -4.0023  -0.151
C  -0.6571  -4.3283  -4.9330  -0.046
C  0.5024  -1.4505  -0.6128  -0.182
C  -1.1495  -7.2382  -6.4998  -0.141
C  -3.4231  -7.8727  -4.5171  -0.149
C  3.3635  0.0155  2.1207  -0.209
C  -1.1126  -9.8751  -4.9512  -0.155
C  0.9918  -2.8605  -0.5058  -0.079
C  2.0942  -5.1071  -4.1124  -0.047
C  -1.4805  -3.2609  -5.3142  -0.061
C  -2.9553  -3.7410  -3.4592  -0.073
C  -2.8573  -1.6712  1.2814  -0.192
C  4.4728  -0.8957  2.5556  -0.066
C  -2.6220  -2.9614  -4.5718  -0.082
C  0.1584  -6.2730  -1.7968  -0.183
H  2.8946  -7.4015  -0.2173  0.109
H  4.9758  -0.3654  -1.6159  0.102
H  3.0864  -7.0415  -1.9476  0.102
H  -0.1263  -1.3435  2.8369  0.127
H  3.9447  -4.2302  -4.7674  0.107
H  3.2084  -1.9822  -1.0616  0.103
H  3.6803  0.7604  1.3779  0.131
H  -2.4191  -5.4642  -2.2497  0.123
H  -3.4888  -0.2214  2.7847  0.112
H  -0.6377  -3.7160  -1.5557  0.120
H  -0.3709  -1.4377  -1.2863  0.157
H  -3.6875  -6.8168  -4.3765  0.026
H  -1.5312  -7.8417  -7.3365  0.039
H  5.3123  -0.2999  2.9158  0.079
H  4.8305  -6.3789  -5.7025  0.102
H  3.4830  -8.4776  -5.4492  0.105
H  1.3141  -8.4225  -4.2818  0.100
H  -3.6797  -8.4185  -3.5984  0.040
H  -3.8543  -3.5341  -2.8734  0.107
H  -1.6804  -10.4075  -5.7272  0.037
H  -1.9515  -2.6889  2.9438  0.117
H  0.6030  -7.7967  -0.3955  0.120
H  -2.7618  -1.6544  0.1845  0.112
H  2.9092  0.5240  2.9786  0.129
H  2.2874  -5.2146  0.2874  0.121
H  4.3684  2.0012  -2.1859  0.097
H  4.8227  -1.5387  1.7429  0.079
H  -1.2115  -2.6773  -6.1979  0.109
H  0.2083  0.9240  -1.9525  0.104
H  -1.3072  -10.3575  -3.9840  0.040
H  -3.2688  -2.1322  -4.8674  0.105
H  0.9971  -8.3050  -2.0456  0.109
H  -1.1739  0.4492  2.7072  0.114
H  -3.7655  0.2733  1.1253  0.117
H  1.8803  -3.0394  0.1061  0.098
H  -0.8340  -6.3321  -1.3137  0.145
H  -4.0291  -8.2745  -5.3420  0.037
H  0.4390  -2.6916  1.8813  0.119
H  0.2012  -4.6019  -5.5500  0.117
H  1.9341  2.6305  -2.3961  0.105
H  -1.5837  -6.2337  -6.5762  0.030
H  -3.7842  -2.2234  1.4957  0.111
H  -0.0446  -9.9860  -5.1808  0.027
H  1.6738  -4.1548  -3.7738  0.123
H  2.9800  -4.7819  -1.2948  0.121
H  -1.6529  -3.4439  1.3870  0.106
H  -1.9825  1.6628  1.7012  0.130
H  -0.0605  -7.1530  -6.6101  0.038
H  4.1344  -1.5187  3.3899  0.081

=====

DFT (ωB97M-V/def2-TZVPD) results for C7H13N3O4 in the gas phase at a distorted geometry.

The relative energy (zero: lowest compared OMol25 entry of this formula, charge and spin) is 128.9 kJ/mol. The HOMO energy comes out at -9.40 eV. As for the net charge: 0. The HOMO-LUMO gap is 9.83 eV. The LUMO energy is 0.016 hartree. Its SMILES is NC(=O)CC[C@H](N)C(=O)NCC(=O)O.

Last column: Löwdin charge in e.
Positions of all 27 atoms, in Å:
O  3.8067  -0.9764  -0.6097  0.051
O  1.1230  1.9698  -1.3196  0.072
O  -3.6175  -1.8359  -0.6658  0.012
O  1.8520  -2.1468  -0.2145  0.074
N  2.2661  1.1412  0.4297  0.065
N  -1.3144  2.0428  0.2011  0.055
N  -3.9439  0.3625  -0.0287  0.130
C  1.1007  1.4442  -0.2196  -0.427
C  2.6420  -1.2569  0.0967  -0.426
C  -0.2767  1.0652  0.4431  -0.356
C  -1.9018  -0.8493  0.8166  -0.071
C  2.3865  -0.1152  1.1634  -0.075
C  -0.7745  -0.2386  -0.0638  -0.160
C  -3.2428  -0.8593  0.0133  -0.473
H  3.1188  1.4501  -0.0804  0.164
H  -2.0164  -0.1628  1.6639  0.110
H  -1.1886  2.8614  0.7993  0.092
H  3.2582  -0.0794  1.8200  0.125
H  1.4782  -0.3790  1.7431  0.130
H  -1.6925  -1.8926  1.0269  0.113
H  -3.5395  1.2903  0.0369  0.066
H  -0.0485  0.9642  1.5081  0.134
H  -4.8262  0.3360  -0.5187  0.091
H  3.7974  -1.7654  -1.2753  0.173
H  -1.0489  -0.1120  -1.0849  0.123
H  0.0860  -0.9568  -0.0957  0.098
H  -1.3478  2.3951  -0.7795  0.113